[1]
A structure of composition C17H16N6O2PdS4 at a distorted geometry. Source: the Open Molecules 2025 dataset; level of theory: the ωB97M-V functional and the def2-TZVPD basis.

Largest force on an atom: 0.0310 Eh/bohr
Total energy: -77744.814 eV

XYZ file:
```
46
Properties=species:S:1:pos:R:3:forces:R:3:nbo_charge:R:1
Pd -0.53078 1.66947 -0.15941 1.312 0.909 -0.003 0.832
C -0.10402 5.71322 3.26031 0.060 -0.020 -0.032 -0.759
S -1.67754 5.42634 2.44097 -0.036 -0.131 -0.012 0.338
C -1.31863 4.10092 1.35754 0.354 0.254 -0.053 -0.078
S 0.29719 3.52750 1.15105 -0.837 -0.603 -0.261 -0.103
N -2.39448 3.71100 0.71029 -0.097 0.350 0.083 -0.404
N -2.14307 2.75166 -0.19570 -0.072 -0.309 -0.035 -0.173
C -3.06165 2.36728 -1.00860 -0.057 -0.019 0.002 0.022
C -2.69126 1.31820 -1.94793 -0.127 -0.010 -0.113 0.158
C -3.51648 0.91150 -2.98260 -0.170 0.065 -0.030 -0.222
C -3.05495 -0.02765 -3.88947 0.011 -0.038 -0.005 -0.144
C -1.77017 -0.52105 -3.74750 -0.013 0.033 0.022 -0.249
C -0.99888 -0.08136 -2.68263 0.105 0.019 0.045 0.073
N -1.45596 0.79378 -1.78926 -0.145 -0.159 -0.049 -0.451
H -0.28304 6.53226 3.95528 -0.014 -0.007 -0.004 0.234
H 0.66058 6.00589 2.54449 0.001 0.008 0.018 0.235
H 0.21811 4.83045 3.80769 -0.003 0.009 -0.004 0.237
H -4.03805 2.83550 -0.99061 -0.005 -0.007 -0.035 0.219
H -4.50318 1.34552 -3.07406 0.010 -0.018 -0.014 0.230
H -3.68605 -0.35774 -4.70432 0.006 0.018 0.012 0.228
H -1.35364 -1.23310 -4.44477 0.002 -0.001 -0.005 0.236
H 0.02427 -0.40928 -2.54497 -0.056 0.099 -0.050 0.256
N 1.52024 -6.04396 -0.33615 0.001 0.051 0.009 -0.792
C 1.69939 -4.66700 -0.38236 0.047 -0.024 0.004 0.188
C 2.94762 -4.10228 -0.11112 -0.022 -0.042 0.000 -0.292
C 3.13576 -2.73558 -0.19981 -0.040 0.027 -0.045 -0.084
C 2.08171 -1.91321 -0.57236 0.053 0.065 0.038 -0.419
C 0.83447 -2.46240 -0.83903 -0.076 -0.047 0.067 -0.163
C 0.64258 -3.82680 -0.74636 -0.010 0.019 -0.012 -0.262
S 2.33641 -0.16681 -0.70983 -0.334 0.244 0.003 2.345
O 3.63520 0.09534 -0.15499 0.010 0.001 0.130 -0.947
O 2.06814 0.23077 -2.06890 -0.089 -0.052 -0.009 -0.965
N 1.15820 0.50021 0.18196 0.134 -0.263 0.632 -0.967
C 1.07788 0.23274 1.54416 -0.285 0.094 -0.177 0.213
S 2.28118 -0.44192 2.59832 -0.002 -0.014 -0.097 0.408
C 1.15870 -0.34622 3.91013 0.004 0.043 -0.115 -0.481
C -0.00089 0.20555 3.48143 0.264 0.036 0.050 -0.036
N -0.04259 0.53657 2.15468 0.005 -0.461 -0.022 -0.544
H 2.18472 -6.55007 0.22579 -0.001 -0.003 -0.003 0.381
H 0.57377 -6.35621 -0.19440 0.003 -0.003 -0.004 0.379
H 3.77472 -4.74141 0.17598 -0.023 -0.003 -0.004 0.212
H 4.09747 -2.29394 0.02368 -0.016 0.006 -0.008 0.238
H -0.00439 -1.82385 -1.09420 0.118 -0.098 0.110 0.218
H -0.33398 -4.25055 -0.95106 0.015 -0.006 0.007 0.208
H 1.41868 -0.69208 4.89648 0.008 0.008 -0.011 0.239
H -0.86326 0.40279 4.10216 0.009 -0.021 -0.022 0.209
```
Positions in Å, forces in eV/Å.

[2]
A structure of composition C17H16N7O4RuS5. Source: the Open Molecules 2025 dataset; level of theory: the ωB97M-V functional and the def2-TZVPD basis.

Largest force on an atom: 0.0097 Eh/bohr
Multiplicity: 2
Total energy: -93270.121 eV

XYZ file:
```
50
Properties=species:S:1:pos:R:3:forces:R:3:lowdin_spin:R:1
Ru -0.08116 2.35521 -1.13984 0.018 -0.185 0.462 0.724
O 3.38090 1.60007 3.55519 0.021 0.044 -0.053 0.000
C 3.73991 2.68771 2.88814 -0.075 -0.046 0.029 0.000
O 4.61679 3.42015 3.26239 0.031 0.015 -0.001 0.000
C 2.99952 2.99207 1.62681 0.042 -0.058 0.076 0.002
C 3.27250 4.09820 0.83861 0.041 0.051 -0.083 0.010
N 2.43869 4.08016 -0.20384 0.025 -0.026 -0.010 0.004
N 1.63063 3.01453 -0.14201 -0.042 -0.011 -0.229 0.018
C 1.95370 2.34517 0.96189 -0.060 -0.045 -0.089 0.008
C 1.12357 1.13395 1.24757 -0.031 -0.020 0.195 0.000
O 1.35907 0.44135 2.23183 0.062 -0.029 -0.007 0.001
O 0.16920 0.93390 0.41471 -0.058 0.090 -0.141 -0.004
H 2.64243 1.11117 3.11040 -0.022 -0.014 -0.007 0.000
H 4.00952 4.87165 0.97563 -0.013 -0.007 0.001 0.001
H 2.36738 4.74588 -0.97989 -0.017 0.010 0.025 0.000
S 1.60914 6.16394 -2.83947 0.023 -0.199 0.035 -0.001
C 0.65308 4.87644 -2.60520 -0.144 0.360 -0.082 -0.001
N -0.04302 3.96310 -2.36908 0.138 -0.075 -0.035 -0.003
C -2.92999 -1.19545 0.76028 0.011 0.053 0.057 0.000
N -2.37301 0.02317 0.19507 -0.020 -0.173 -0.132 0.003
C -3.04384 0.82505 -0.60638 0.034 0.094 0.004 0.010
S -2.35878 2.26429 -1.31737 -0.155 -0.103 -0.157 0.045
N -4.31877 0.55048 -0.88617 0.015 0.007 -0.023 0.006
C -5.15500 1.31789 -1.80102 0.010 -0.013 0.010 0.002
H -2.17537 -1.64587 1.39941 0.013 -0.020 -0.021 0.000
H -3.19806 -1.92043 -0.01216 0.024 -0.019 -0.048 0.000
H -3.80577 -0.97425 1.37588 0.022 0.009 0.004 0.000
H -1.38078 0.21916 0.33969 -0.002 0.107 0.157 0.000
H -4.69188 -0.31751 -0.53932 -0.010 0.006 0.030 0.000
H -5.18625 2.36430 -1.50800 -0.002 0.013 0.013 0.000
H -6.16090 0.91015 -1.75116 0.000 -0.007 -0.009 0.000
H -4.78636 1.24822 -2.82405 0.008 0.005 0.009 0.001
S -1.96809 -4.16638 -1.63961 -0.046 -0.013 0.026 0.002
C -1.02194 -2.82523 -1.78948 0.061 0.069 0.105 0.002
S -1.41404 -1.45228 -2.77967 -0.034 0.001 -0.163 0.008
C 0.02004 -0.63141 -2.23319 -0.113 -0.113 0.201 0.023
N 0.72197 -1.31491 -1.40211 0.084 0.123 -0.140 -0.001
N 0.15336 -2.52776 -1.16252 -0.054 -0.172 0.044 -0.001
C 0.79619 -3.35431 -0.17712 -0.064 0.157 -0.055 0.000
C 1.09528 -4.67357 -0.46608 0.017 -0.044 0.046 0.000
C 1.72842 -5.43856 0.50227 -0.015 0.010 -0.031 0.000
C 2.06001 -4.88050 1.72873 0.014 -0.012 0.019 0.000
C 1.76033 -3.55184 1.99525 -0.004 0.042 0.001 0.000
C 1.11983 -2.77637 1.04071 0.027 -0.075 -0.005 0.000
S 0.39062 0.98103 -2.79848 0.235 0.232 -0.024 0.140
H 0.83080 -5.09439 -1.42548 0.005 0.008 0.008 0.000
H 1.96708 -6.47276 0.29255 0.003 0.006 0.002 0.000
H 2.55946 -5.48229 2.47687 -0.006 0.006 -0.002 0.000
H 2.02696 -3.10801 2.94542 -0.002 -0.014 0.001 0.000
H 0.89662 -1.73432 1.23343 0.005 -0.025 -0.009 0.000
```
Positions in Å, forces in eV/Å.

[3]
A structure of composition C17H17BN8O3PtS at a distorted geometry. Source: the Open Molecules 2025 dataset; level of theory: the ωB97M-V functional and the def2-TZVPD basis.

Largest force on an atom: 0.0368 Eh/bohr
Total energy: -50725.083 eV

XYZ file:
```
48
Properties=species:S:1:pos:R:3:forces:R:3:nbo_charge:R:1
Pt -0.52836 1.33628 1.63563 -0.046 -1.873 0.270 0.943
B -3.78791 1.32600 3.22479 -0.024 0.074 -0.051 0.168
N -3.51019 1.54253 1.68875 0.007 -0.009 0.000 -0.253
C -4.51276 1.88495 0.87862 -0.009 0.029 0.021 0.022
C -4.03231 2.07677 -0.40471 0.002 0.002 -0.018 -0.329
C -2.67906 1.82084 -0.30234 -0.040 -0.145 -0.014 -0.024
N -2.37719 1.48397 0.96243 -0.208 0.093 -0.050 -0.308
N -2.49451 0.99101 4.02645 0.012 -0.067 -0.054 -0.266
C -2.50574 0.65474 5.31773 0.001 -0.052 -0.036 0.015
C -1.22227 0.30910 5.70954 -0.002 -0.017 -0.018 -0.336
C -0.46383 0.46502 4.56178 0.051 0.012 0.007 -0.039
N -1.24888 0.86830 3.55221 0.463 1.111 -0.081 -0.342
H -4.24914 2.35154 3.65504 -0.005 -0.001 0.002 -0.034
H -4.54746 0.39802 3.32582 0.004 -0.009 0.030 -0.034
H -5.50863 1.97751 1.27767 -0.002 -0.009 -0.005 0.237
H -4.58393 2.35942 -1.28261 0.002 -0.005 -0.004 0.248
H -1.91811 1.84632 -1.05925 -0.021 0.000 -0.018 0.221
H -3.43287 0.66161 5.86551 0.001 -0.008 -0.002 0.236
H -0.89572 -0.01748 6.68022 0.002 -0.003 -0.003 0.242
H 0.58884 0.30796 4.39809 -0.027 0.010 0.029 0.211
C 3.80481 2.12391 3.00859 -0.002 -0.018 -0.038 -0.730
C 2.47002 1.78475 2.54606 0.021 -0.051 -0.092 0.479
N 1.42064 1.51952 2.18212 -0.398 -0.086 0.258 -0.420
H 4.50807 2.03703 2.18203 0.001 0.001 0.001 0.282
H 4.09424 1.44212 3.80627 0.014 0.003 0.001 0.275
H 3.80688 3.14595 3.38324 0.001 0.001 -0.002 0.279
O 2.14218 0.04468 -6.57008 0.002 -0.004 -0.002 -1.005
S 2.87192 -1.19078 -6.77366 -0.010 0.007 -0.017 2.400
O 4.30485 -1.09881 -6.56097 0.004 -0.003 0.008 -0.997
O 2.45311 -1.97890 -7.90940 0.001 0.002 0.003 -0.986
C 2.38776 -2.20445 -5.33690 0.010 -0.008 0.025 0.156
N 2.61663 -3.52283 -5.36470 -0.002 0.006 -0.019 -0.390
C 2.30137 -4.20569 -4.27958 -0.006 -0.021 0.027 0.081
C 1.76312 -3.61810 -3.13734 0.002 0.011 -0.035 -0.294
C 1.57266 -2.25078 -3.21142 -0.001 0.002 0.035 0.166
N 1.87699 -1.55582 -4.29908 0.012 0.012 -0.005 -0.438
C 1.03254 -1.41715 -2.10426 -0.006 -0.010 -0.021 0.040
C 0.76527 -1.90023 -0.82724 0.013 0.003 0.015 -0.225
C 0.30620 -1.03937 0.14615 -0.108 -0.059 0.025 0.041
N 0.08898 0.25990 -0.09446 0.139 1.070 -0.187 -0.493
C 0.33190 0.73214 -1.32902 0.165 -0.020 -0.005 0.040
C 0.79936 -0.06349 -2.34702 -0.023 -0.013 -0.001 -0.205
H 2.48453 -5.27527 -4.30988 0.002 0.002 -0.006 0.194
H 1.51637 -4.21254 -2.26935 -0.008 0.001 0.001 0.209
H 0.92141 -2.93805 -0.57056 -0.002 0.001 0.001 0.234
H 0.09038 -1.38602 1.14812 0.016 0.001 -0.008 0.217
H 0.16951 1.78838 -1.48720 0.006 0.035 0.033 0.214
H 1.00831 0.33549 -3.33185 0.000 0.005 0.002 0.297
```
Positions in Å, forces in eV/Å.

[4]
A structure of composition C17H17Br2FeNO at a distorted geometry. Source: the Open Molecules 2025 dataset; level of theory: the ωB97M-V functional and the def2-TZVPD basis.

Largest force on an atom: 0.0676 Eh/bohr
Multiplicity: 5
Total energy: -195910.244 eV

XYZ file:
```
39
Properties=species:S:1:pos:R:3:forces:R:3:lowdin_spin:R:1
C 1.84811 0.07617 -1.54661 -1.258 -0.926 -0.712 -0.140
C 1.12719 -2.76329 -1.29944 0.588 -1.265 0.892 0.006
C 3.27856 0.05981 -1.18418 1.285 1.010 -0.234 -0.015
H 1.35993 1.06043 -1.55945 0.360 -0.107 -0.070 -0.003
C 1.76162 -2.48101 -0.01148 0.552 -1.612 -1.028 -0.062
H 0.30819 -3.49397 -1.33744 0.225 0.277 0.176 0.005
H 3.83277 0.34369 -2.10222 -0.065 -0.077 0.108 -0.008
H 1.29297 -2.94513 0.86703 0.013 -0.183 -0.347 0.000
C 3.96492 -1.24797 -0.73360 0.239 -0.193 0.161 -0.004
H 4.89239 -0.95579 -0.21388 -0.146 -0.150 -0.337 0.000
H 4.27949 -1.79918 -1.64098 -0.192 0.224 0.459 0.000
C 1.56265 -0.72929 -2.83651 0.366 0.507 -0.564 0.006
H 2.35303 -0.45995 -3.56403 -0.280 -0.148 0.088 -0.001
H 0.61096 -0.43831 -3.31528 0.293 -0.135 0.463 0.001
C 1.62379 -2.28102 -2.63980 0.407 -0.448 -1.085 0.017
H 2.64214 -2.63566 -2.87947 -0.292 0.130 0.306 0.003
H 0.98809 -2.72900 -3.42481 0.229 0.140 0.365 0.001
C 3.23871 -2.23561 0.21790 0.182 0.440 0.034 -0.004
H 3.79245 -3.18881 0.14723 -0.273 0.186 0.050 -0.004
H 3.36072 -1.92301 1.27103 -0.015 0.098 -0.380 0.000
Fe 0.62305 -1.10787 -0.61808 -2.381 2.534 -0.033 2.356
H 3.50087 0.93665 -0.56070 -0.053 -0.522 0.559 0.000
Br -3.84233 1.35321 -3.13631 0.118 -0.039 0.431 0.053
C -3.25279 1.27889 -1.34770 -0.287 0.469 0.628 0.226
C -3.86624 2.04050 -0.36846 -0.092 -0.231 -0.821 0.007
C -3.41233 2.01394 0.95192 -0.101 0.081 0.154 0.269
Br -4.35254 3.08131 2.23806 0.352 -0.403 -0.604 0.058
C -2.27660 1.25522 1.35129 0.340 -0.181 -0.191 0.018
C -1.71759 1.32917 2.64495 -1.096 0.570 -0.131 0.224
C -0.58375 0.60855 2.93866 1.672 -1.296 -0.712 0.043
C 0.03772 -0.14093 1.93334 -0.565 0.873 1.921 0.201
N -0.48215 -0.22377 0.68409 -0.239 -0.262 -0.781 0.176
C -1.63447 0.43663 0.36674 -0.459 1.095 0.099 0.146
C -2.09716 0.43810 -1.03595 0.591 -0.567 -0.078 0.129
O -1.51236 -0.20792 -1.94523 0.203 0.183 1.290 0.278
H -4.70584 2.66843 -0.64585 0.070 -0.081 0.123 -0.004
H -2.18320 1.97848 3.37933 0.098 -0.207 -0.087 0.014
H -0.14705 0.62082 3.93164 -0.025 0.053 -0.134 -0.002
H 0.96970 -0.68577 2.10356 -0.366 0.164 0.023 0.011
```
Positions in Å, forces in eV/Å.